(1)
9
Properties=species:S:1:pos:R:3:forces:R:3:mulliken_charge:R:1 method="wB97M-V/def2-TZVPD" e_lumo_ev=0.92 orbital_gap_ev=10.782 total_charge=0 smiles="CC(N)=O" e_above_lowest_kcal_mol=1.15
C -1.12636 -0.00500 0.01877 0.0 0.0 0.0 -0.773
C 0.30719 0.49391 0.03564 0.0 0.2 0.0 0.518
O 0.56669 1.67606 0.15727 -0.1 -0.3 -0.1 -0.582
N 1.29680 -0.43534 -0.19114 0.2 0.1 0.1 -0.412
H -1.64492 0.34945 0.91361 0.1 -0.1 -0.1 0.253
H -1.22809 -1.09024 -0.06415 0.1 0.1 0.0 0.302
H -1.62128 0.45647 -0.84245 0.1 -0.1 0.1 0.225
H 2.23234 -0.05797 -0.15204 -0.1 0.0 0.1 0.243
H 1.21763 -1.38734 0.12449 -0.3 0.0 -0.1 0.227

***

(2)
12
Properties=species:S:1:pos:R:3:forces:R:3:mulliken_charge:R:1 method="wB97M-V/def2-TZVPD" e_lumo_ev=4.03 orbital_gap_ev=7.506 total_charge=-1 e_above_lowest_kcal_mol=132.66
C -0.89372 -1.28240 1.54376 -4.6 -1.0 1.9 -0.620
C 1.85605 0.95512 1.98551 0.9 -3.5 -0.8 -0.697
C -0.71310 -1.14678 0.25577 1.5 0.8 0.3 0.360
O 1.06820 0.02242 -1.43388 0.1 0.4 -1.2 -0.683
O 1.80848 -1.95699 -0.03358 0.2 -0.2 0.2 -0.537
F -1.60786 -1.27320 -0.71280 -0.7 -0.2 -0.3 -0.264
P 1.00646 -0.50517 -0.06190 0.6 0.9 1.8 0.322
H -0.07376 -1.05457 2.17151 0.7 0.3 0.6 0.274
H -1.94557 -1.50833 2.10853 2.6 0.3 -1.6 0.186
H 2.60662 1.25058 1.26220 0.9 0.1 -0.3 0.146
H 1.16087 1.69757 1.82460 -2.4 1.9 -0.4 0.181
H 1.82969 -2.29138 0.87564 0.1 0.2 -0.2 0.331